1.
DFT (ωB97M-V/def2-TZVPD) results for a single C7H9N3O molecule in a non-equilibrium geometry.

Positions of all 20 atoms, in Å:
N  -0.968  -0.750  0.239
C  -1.664  0.489  0.517
N  2.471  0.074  1.090
C  -1.496  1.599  -0.541
C  0.413  -0.650  0.296
H  4.530  -2.265  1.090
H  -0.465  1.790  -0.599
C  3.570  -2.126  0.587
H  -1.392  -1.409  -0.477
C  1.535  -1.694  0.145
C  1.135  0.322  0.890
N  2.657  -1.154  0.686
O  1.742  -2.896  -0.471
H  -1.954  1.352  -1.548
C  3.045  -3.108  -0.196
H  -1.404  0.809  1.512
H  -2.701  0.346  0.527
H  0.729  1.328  1.009
H  3.414  -3.927  -0.740
H  -2.040  2.536  -0.028

Properties
- Structure (SMILES): CCNc1cnn2ccoc12
- HOMO-LUMO gap: 8.16 eV
- Multiplicity: 1
- Energy relative to the best compared isomer or geometry (same formula, charge and spin): 81.0 kcal per mole

Here are the Löwdin charges for atoms 1 to 4, given in e: atom 1 (N): -0.0164, atom 2 (C): -0.2972, atom 3 (N): 0.0649, atom 4 (C): -0.0929

2.
DFT (ωB97M-V/def2-TZVPD) results for a 2-piece molecular cluster, CHFINO2 overall in a non-equilibrium geometry.

Positions of all 7 atoms, in Å:
C  -0.496  1.065  0.470
O  1.501  -1.426  -0.846
O  -0.446  -2.141  -0.148
N  0.334  -1.422  -0.575
H  -0.720  0.650  1.466
I  1.215  2.111  0.188
F  -1.388  1.162  -0.556

Properties
- HOMO-LUMO gap (alpha / beta): 7.18 / 9.68 eV
- Multiplicity: 1
- Energy relative to the best compared isomer or geometry (same formula, charge and spin): 58.9 kcal per mole

Here are the Löwdin charges for atoms 1 to 4, given in e: atom 1 (C): -0.7465, atom 2 (O): 0.0676, atom 3 (O): 0.1367, atom 4 (N): -0.2577

3.
DFT (ωB97M-V/def2-TZVPD) results for a single C7H6S2 molecule in a non-equilibrium geometry.

Positions of all 15 atoms, in Å:
C  0.931  1.786  0.187
S  -3.137  0.773  -0.196
H  0.101  -1.250  1.364
H  -0.156  0.022  -1.119
H  1.224  2.718  0.663
H  2.441  0.438  0.321
S  -2.620  -1.500  0.110
C  -1.179  -2.040  0.188
C  0.209  -1.494  0.276
H  0.858  -2.265  0.309
C  0.650  -0.419  -0.755
C  -1.646  1.468  0.072
C  1.480  0.586  0.013
C  -0.483  1.909  0.047
H  1.328  -0.732  -1.480

Properties
- HOMO-LUMO gap: 7.77 eV
- Multiplicity: 1
- Energy relative to the best compared isomer or geometry (same formula, charge and spin): 105.9 kcal per mole

Here are the Löwdin charges for atoms 1 to 4, given in e: atom 1 (C): -0.1224, atom 2 (S): 0.5308, atom 3 (H): 0.1474, atom 4 (H): 0.0380

4.
DFT (ωB97M-V/def2-TZVPD) results for a single C10H16O2 molecule in a non-equilibrium geometry.

Positions of all 28 atoms, in Å:
H  4.275  0.001  0.321
H  -2.720  -1.201  -1.360
C  0.321  1.150  0.496
C  1.572  0.430  0.976
C  -0.530  0.096  -0.280
H  -2.263  2.083  0.490
O  0.355  -1.624  1.164
H  -3.862  1.156  0.385
C  -2.632  -1.252  -0.273
H  2.108  1.075  1.681
H  -0.254  -2.092  -0.662
C  1.633  -1.043  -0.871
H  -0.165  1.462  1.439
C  -2.778  1.213  -0.010
H  0.681  2.019  -0.046
C  2.368  -0.107  -0.252
H  -3.690  -1.338  0.015
C  -1.973  -0.033  0.304
H  -2.134  -2.227  -0.002
H  3.688  1.522  -0.405
H  -1.821  -0.051  1.399
H  -0.721  0.436  -1.305
C  3.745  0.388  -0.526
H  1.973  -1.668  -1.670
H  4.147  0.079  -1.504
O  1.147  -0.697  1.819
H  -2.743  1.476  -1.107
C  0.273  -1.252  -0.215

Properties
- Structure (SMILES): CC1=C[C@H]2OO[C@@H]1C[C@@H]2C(C)C
- HOMO-LUMO gap: 9.42 eV
- Multiplicity: 1
- Energy relative to the best compared isomer or geometry (same formula, charge and spin): 87.0 kcal per mole

Here are the Löwdin charges for atoms 1 to 4, given in e: atom 1 (H): 0.0767, atom 2 (H): 0.0871, atom 3 (C): -0.0842, atom 4 (C): -0.2386

5.
DFT (ωB97M-V/def2-TZVPD) results for C36H41ClN5O5Pt as an isolated structure.

Positions of all 89 atoms, in Å:
C  -1.046  4.597  -1.421
H  3.971  -0.218  -2.070
H  0.433  1.577  -3.959
O  1.564  -1.697  -1.379
H  2.167  -0.160  3.145
C  -0.510  0.745  2.812
N  -1.801  -0.861  -1.887
H  2.821  1.487  3.050
H  -5.684  -0.754  -2.452
Cl  3.366  -5.509  3.471
H  5.690  -4.120  -1.800
C  -3.505  1.828  -4.602
H  1.571  4.357  -0.493
C  0.003  -4.724  0.166
O  -2.024  -2.791  -3.139
H  -2.531  4.065  0.808
C  4.304  -4.088  -0.157
H  0.673  -4.271  2.180
C  -4.310  0.909  -3.944
H  -3.139  -0.379  3.521
H  -1.200  3.931  1.979
H  -4.459  -2.012  -2.722
O  1.656  0.394  -0.549
H  -0.361  4.315  -2.222
C  2.009  0.836  2.725
C  -0.233  -2.604  1.215
N  -1.413  1.807  -0.312
Pt  -1.098  -0.257  -0.069
C  -1.516  4.395  1.041
C  3.689  -0.657  -1.113
C  -2.381  -0.012  -2.852
N  -0.253  2.632  -0.231
H  -4.382  -1.024  -1.273
H  -5.382  0.908  -4.111
H  1.545  2.982  4.302
C  0.831  4.685  0.238
C  -2.135  1.818  -4.388
H  -1.818  1.934  -1.239
H  -2.033  4.194  -1.661
C  3.644  -4.415  2.133
H  4.307  -5.985  0.834
C  -0.061  0.845  -3.318
C  4.025  -2.721  -0.016
H  4.113  -0.041  -0.315
H  0.311  2.277  0.534
N  -0.834  -2.171  0.110
C  -4.629  -1.005  -2.337
C  -0.527  4.068  -0.084
C  -1.669  -2.177  -2.135
H  -0.623  3.861  5.103
C  4.108  -4.924  0.929
O  4.265  -1.959  -1.107
H  -0.766  -4.824  -1.865
H  0.317  -0.151  -3.557
C  -3.764  -0.016  -3.062
C  -1.551  0.898  -3.520
C  3.553  -2.223  1.193
H  4.934  -5.685  -1.443
C  2.146  -0.667  -1.008
O  0.383  -1.870  3.398
C  -1.743  1.229  3.272
H  -3.022  0.196  1.873
C  -1.767  2.347  4.100
C  3.363  -3.073  2.276
H  -3.944  2.548  -5.283
H  0.358  -5.746  0.186
C  4.766  -4.608  -1.486
H  0.770  5.774  0.218
C  0.687  1.372  3.190
C  -3.022  0.523  2.914
C  0.621  2.494  4.011
C  -0.616  -4.230  -0.975
H  -1.564  5.475  1.194
H  3.297  -1.179  1.300
C  -0.072  -1.554  2.300
C  -0.593  2.986  4.465
H  -2.118  2.084  0.373
H  0.243  1.026  -2.282
H  -1.497  2.524  -4.908
C  0.192  -3.916  1.280
H  1.166  4.375  1.231
H  -2.722  2.718  4.456
C  -1.028  -2.913  -0.976
H  -1.134  5.684  -1.392
H  4.021  -4.393  -2.254
H  -3.883  1.167  3.097
H  2.964  -2.688  3.206
H  2.027  0.748  1.634
N  -0.512  -0.344  1.906

Properties
- HOMO-LUMO gap: 7.37 eV
- Multiplicity: 1
- Energy relative to the best compared isomer or geometry (same formula, charge and spin): 0.0 kcal per mole
- Charge: -1

Here are the Löwdin charges for atoms 1 to 4, given in e: atom 1 (C): -0.0434, atom 2 (H): 0.1268, atom 3 (H): 0.0765, atom 4 (O): 0.0126

6.
DFT (ωB97M-V/def2-TZVPD) results for C24H29N6O4Pd as an isolated structure.

Positions of all 64 atoms, in Å:
H  2.160  -4.641  -2.534
C  0.498  -3.565  -1.677
H  -1.114  3.904  1.590
C  -2.664  -1.407  2.151
C  -0.852  -2.183  0.971
C  -0.884  1.511  3.891
N  -2.488  1.779  0.457
H  -3.045  3.369  -0.809
H  0.077  -1.946  0.485
H  1.502  1.986  2.930
C  3.879  1.299  -3.073
C  -3.127  -2.688  2.352
H  -2.797  -4.764  1.908
H  -0.582  -0.701  -2.740
Pd  -0.766  0.673  0.766
H  -1.863  3.800  3.176
H  -2.008  2.132  -1.565
C  -2.803  2.566  1.685
O  4.999  1.892  -4.999
C  -1.564  3.208  2.300
H  -1.863  1.036  3.830
N  -0.558  2.201  2.642
H  -0.485  -5.514  1.042
H  -0.886  2.202  4.744
C  2.741  1.469  -2.317
H  -3.534  3.338  1.420
C  2.631  0.727  -1.148
H  0.805  -5.515  -0.834
C  -2.187  2.709  -0.661
H  -0.145  0.730  4.071
H  -3.988  0.341  0.848
C  0.782  2.784  2.746
C  1.403  0.836  -0.340
C  -0.480  -4.592  0.469
O  1.128  -0.057  0.536
N  -1.554  -1.151  1.440
H  -3.176  -0.559  2.579
H  -1.298  3.293  -0.450
C  1.548  -3.751  -2.568
H  -4.496  1.676  -0.192
C  4.904  0.445  -2.716
H  0.847  3.514  3.562
N  4.004  2.074  -4.335
C  0.048  -1.584  -2.682
H  5.774  0.362  -3.350
H  -4.018  -2.849  2.940
H  -3.293  1.893  2.390
H  5.571  -0.955  -1.241
H  -3.429  0.404  -0.831
C  4.779  -0.284  -1.540
H  1.035  3.271  1.804
H  2.617  -2.825  -4.187
H  1.962  2.146  -2.636
C  1.796  -2.744  -3.484
O  0.561  1.763  -0.517
C  -1.277  -3.502  1.067
O  3.073  2.786  -4.639
C  -3.674  0.997  0.048
C  -2.437  -3.751  1.781
C  3.641  -0.150  -0.761
C  0.260  -4.598  -0.643
N  -0.273  -2.473  -1.752
H  3.528  -0.725  0.148
N  1.055  -1.641  -3.547

Properties
- HOMO-LUMO gap (alpha / beta): 7.80 / 7.80 eV
- Multiplicity: 1
- Energy relative to the best compared isomer or geometry (same formula, charge and spin): 26.8 kcal per mole
- Charge: +1

Here are the Löwdin charges for atoms 1 to 4, given in e: atom 1 (H): 0.1160, atom 2 (C): -0.2594, atom 3 (H): 0.1178, atom 4 (C): -0.1291